# 1
141
Properties=species:S:1:pos:R:3:lowdin_charge:R:1 method="wB97M-V/def2-TZVPD" s2=2.008 total_charge=+1 spin_multiplicity=3 lumo_ev="-2.7 / -2.7" e_homo_ev="-9.88 / -10.85"
C 0.257 0.741 0.526 0.1691
C 0.266 1.831 1.025 -0.0818
C 0.292 3.169 1.633 -0.2304
C 1.786 3.570 1.885 -0.2288
C 2.114 3.499 3.405 -0.0316
C 2.290 4.902 1.232 -0.2294
C 3.265 4.531 0.094 -0.1662
C 3.721 5.669 -0.825 -0.1971
C 4.213 6.946 -0.119 -0.1829
C 3.737 8.234 -0.825 -0.2283
S 4.468 8.549 -2.421 0.5751
O 5.888 8.441 -2.292 -0.2653
O 3.900 9.763 -2.899 -0.2544
O 3.961 7.401 -3.396 -0.1443
C 1.219 5.925 0.799 -0.1054
N -0.189 5.544 1.165 -0.1661
P -0.632 5.819 2.951 0.6689
O 0.772 6.426 3.436 -0.2942
Cl -1.779 7.474 2.603 0.3447
C -0.528 4.136 0.719 -0.3806
C -0.098 3.973 -0.673 -0.0511
C 0.349 4.004 -1.785 0.1904
C -2.053 3.884 0.891 -0.1186
C -2.840 3.648 -0.402 -0.1857
C -2.756 2.198 -0.883 -0.2013
C -3.362 1.972 -2.285 -0.1800
C -2.455 1.097 -3.162 -0.1973
C -1.085 1.730 -3.379 -0.2273
C 0.005 0.764 -3.884 -0.1751
C 1.201 1.546 -4.467 -0.1898
C 2.388 1.658 -3.487 -0.2134
C 3.722 1.838 -4.233 -0.1954
C 4.976 1.736 -3.340 -0.2055
C 4.857 2.412 -1.963 -0.2474
C 4.325 1.479 -0.845 -0.0854
H 0.418 -0.101 -0.108 0.0596
H -0.258 3.061 2.571 0.1183
H 2.373 2.775 1.436 0.1081
H 1.243 3.250 4.013 0.0780
H 2.568 4.419 3.773 0.0665
H 2.845 2.712 3.587 0.0901
H 2.881 5.400 1.998 0.1169
H 2.858 3.717 -0.508 0.0765
H 4.154 4.117 0.583 0.1379
H 2.880 5.935 -1.475 0.0974
H 4.486 5.278 -1.498 0.0997
H 5.302 6.989 -0.113 0.1198
H 3.838 7.025 0.901 0.1043
H 2.657 8.191 -0.982 0.1013
H 3.975 9.123 -0.245 0.1150
H 4.525 6.619 -3.299 0.0885
H 1.236 6.145 -0.263 0.1150
H 1.413 6.876 1.295 0.1188
H -0.804 6.158 0.623 0.1238
H 1.021 6.010 4.275 0.0763
H 0.707 4.088 -2.786 0.0719
H -2.181 3.012 1.535 0.1297
H -2.530 4.710 1.431 0.0872
H -3.893 3.834 -0.167 0.1241
H -2.593 4.364 -1.191 0.1132
H -3.345 1.617 -0.168 0.1051
H -1.745 1.805 -0.809 0.0714
H -3.542 2.936 -2.768 0.1104
H -4.314 1.451 -2.175 0.1051
H -2.948 1.009 -4.136 0.1172
H -2.395 0.097 -2.726 0.1031
H -1.161 2.612 -4.019 0.1156
H -0.733 2.071 -2.400 0.0569
H 0.366 0.251 -2.990 0.0964
H -0.399 0.030 -4.580 0.1124
H 0.899 2.565 -4.717 0.0990
H 1.563 1.064 -5.377 0.1068
H 2.435 0.796 -2.822 0.0999
H 2.269 2.555 -2.869 0.0751
H 3.745 2.809 -4.731 0.1137
H 3.777 1.038 -4.973 0.1097
H 5.785 2.241 -3.875 0.1046
H 5.304 0.702 -3.212 0.1126
H 5.865 2.709 -1.664 0.1056
H 4.278 3.337 -2.029 0.0627
H 3.870 0.587 -1.273 0.0636
H 5.149 1.136 -0.221 0.0773
H 3.606 2.006 -0.216 0.0275
C -2.286 -3.587 2.867 -0.0266
C -2.867 -2.208 2.505 -0.4802
C -4.273 -2.038 3.088 -0.1379
C -5.344 -2.830 2.348 -0.1680
C -5.326 -2.468 0.867 -0.1336
C -3.956 -2.666 0.215 -0.4778
N -2.877 -1.998 1.020 -0.0618
O -2.829 -0.733 0.747 -0.0568
C -3.689 -4.174 0.036 -0.0385
C -3.975 -2.079 -1.194 -0.0444
C -1.940 -1.195 3.171 -0.0510
H -2.495 -3.806 3.916 0.0956
H -2.676 -4.416 2.289 0.0431
H -1.204 -3.597 2.735 0.0792
H -4.546 -0.977 3.062 0.1220
H -4.253 -2.323 4.142 0.1225
H -5.192 -3.904 2.490 0.1098
H -6.325 -2.600 2.767 0.1150
H -6.061 -3.066 0.323 0.1276
H -5.634 -1.422 0.758 0.1242
H -2.646 -4.378 -0.202 0.0838
H -4.295 -4.555 -0.787 0.0890
H -3.963 -4.771 0.903 0.0657
H -4.268 -1.029 -1.201 0.0667
H -4.698 -2.625 -1.799 0.0901
H -2.997 -2.168 -1.669 0.0891
H -0.947 -1.213 2.720 0.0781
H -1.841 -1.452 4.226 0.0914
H -2.325 -0.177 3.108 0.0715
C 1.739 -7.640 1.791 -0.0230
C 0.249 -7.413 2.110 -0.4845
C -0.368 -8.658 2.753 -0.1358
C -0.609 -9.799 1.770 -0.1687
C -1.464 -9.310 0.604 -0.1332
C -0.869 -8.092 -0.106 -0.4856
N -0.506 -7.017 0.877 -0.0644
O -1.557 -6.328 1.192 -0.0452
C 0.353 -8.529 -0.940 -0.0368
C -1.879 -7.539 -1.108 -0.0449
C 0.225 -6.275 3.125 -0.0486
H 2.226 -8.129 2.636 0.0915
H 1.926 -8.257 0.920 0.0516
H 2.241 -6.687 1.623 0.0883
H -1.324 -8.386 3.214 0.1253
H 0.279 -8.992 3.567 0.1231
H 0.342 -10.202 1.414 0.1080
H -1.121 -10.618 2.278 0.1154
H -1.599 -10.111 -0.126 0.1273
H -2.462 -9.060 0.979 0.1263
H 0.940 -7.666 -1.257 0.0947
H 0.016 -9.048 -1.837 0.0862
H 1.008 -9.226 -0.422 0.0613
H -2.831 -7.294 -0.641 0.0756
H -2.071 -8.289 -1.874 0.0879
H -1.495 -6.641 -1.597 0.0918
H 0.571 -5.342 2.678 0.0844
H 0.894 -6.526 3.949 0.0933
H -0.768 -6.110 3.539 0.0735

=====

# 2
20
Properties=species:S:1:pos:R:3:lowdin_charge:R:1 method="wB97M-V/def2-TZVPD" s2=2.014 total_charge=+1 spin_multiplicity=3 lumo_ev="-5.6 / -7.3" e_homo_ev="-12.24 / -13.18"
C 2.155 -0.106 0.913 0.0188
C 0.936 0.474 0.510 0.0372
C 2.751 -0.986 -0.011 -0.0982
C 1.038 -0.953 -1.383 -0.0684
C 0.331 0.024 -0.659 -0.2711
N 2.181 -1.454 -1.064 0.1066
N -4.888 2.064 -0.433 0.2226
N -1.286 -3.486 1.147 0.1248
N -3.917 1.549 0.006 -0.0885
N -1.729 -2.460 0.710 -0.2534
N -2.776 1.228 -0.080 0.0466
N -1.863 1.028 -1.125 0.1499
N -1.688 -1.590 0.001 0.1974
N -0.781 0.569 -1.166 0.1471
H 2.755 0.315 1.689 0.1127
H 0.548 1.276 1.078 0.1150
H 3.739 -1.365 0.134 0.1222
H 0.588 -1.559 -2.205 0.1495
H -5.750 2.347 0.057 0.1416
H -1.796 -3.842 1.948 0.0878